(1)
Formula: C18H30MnN5O4SSe2
Source: OMol25
Level of theory: ωB97M-V/def2-TZVPD

The geometry in ORCA input format:
```
! RIJCOSX wB97M-V def2-TZVPD def2/J DEFGRID3
* xyz 3 2
H -4.6998 0.7672 -0.6712
H 5.0515 0.0785 4.3405
C -1.6920 -0.4467 3.1136
N -3.6663 0.9606 -2.4821
H -4.4899 -0.7022 -4.5366
C -2.6003 0.4919 -1.9545
H -0.7611 -3.1336 0.5411
N 0.6131 -1.5001 -1.9820
O 1.8323 1.0779 -4.0073
H 0.8944 -1.5828 3.8451
C -0.9885 -0.2022 1.9523
C -6.1579 0.4641 -3.8106
H -5.6968 -0.9014 -2.2003
C -1.0264 -2.3952 1.2859
N -0.6813 -1.1314 1.0397
H 2.2128 2.7806 -5.0333
H 4.1593 1.4790 4.9628
H 3.2540 2.6119 2.6425
H 3.8102 -1.3343 2.2418
C -5.9839 0.1462 -2.3293
H 3.0212 -1.1594 4.5412
C 2.0635 2.5232 -3.9917
H -2.6457 -2.0169 4.2322
H 1.2302 -2.2602 -1.7048
H 6.0402 2.1171 3.6684
C 2.5239 1.8208 2.8392
H -6.9218 0.2852 -1.7904
H -1.9320 0.3535 3.7997
H -6.8983 -0.2028 -4.2504
H -6.5486 1.4794 -3.9252
C 1.3486 0.5134 -2.9541
H -2.7864 1.0888 -4.3774
H -4.0393 2.2881 -4.0329
O 1.3489 -0.9010 3.3382
H -5.2339 2.0904 -1.7177
C -4.8336 0.3359 -4.5548
Se 2.7725 -0.0650 0.3340
S -0.6158 1.4280 1.3612
C -3.7745 1.2326 -3.9425
Se 1.5998 1.8080 1.0924
C -2.0784 -1.7638 3.3461
O 1.0428 1.0972 -1.8937
C 2.3911 -0.3629 4.1349
C 4.4884 0.9712 4.0500
C -4.9326 1.0411 -1.6995
H -4.9508 0.6109 -5.6039
H 1.7832 2.1703 3.5581
Mn 0.1360 -0.0819 -0.5192
H 1.1935 3.0244 -3.5789
N -1.6183 0.0674 -1.4828
C 3.2369 0.5246 3.2376
C 3.7673 -0.2655 2.0398
H -2.0064 -3.7794 2.5903
H -0.2829 -1.8911 -2.2680
H 4.7440 0.1085 1.7374
O 5.2407 1.8194 3.2179
H 1.9994 0.2192 4.9752
N 1.1959 -0.8234 -3.0710
C -1.7255 -2.7474 2.4336
H 2.9587 2.7196 -3.4087
H 1.3701 -1.3030 -3.9437
*
```

Orbital gap (spin up / spin down) ... 6.8873 / 6.9232 eV
HOMO energy (spin up / spin down) ... -17.0536 / -17.0885 eV
LUMO (spin up / spin down) ... -0.37361 / -0.37357 Eh

(2)
Formula: C18H30N5O7P2Pb
Source: OMol25
Level of theory: ωB97M-V/def2-TZVPD

The geometry in ORCA input format:
```
! RIJCOSX wB97M-V def2-TZVPD def2/J DEFGRID3
* xyz -1 1
N -0.5637 0.2286 -2.1571
H -3.7892 -2.6275 -5.2544
N 1.0512 1.3711 1.9627
H 0.2887 2.4325 -1.1077
H -0.6889 -5.3182 1.6154
H -2.5366 1.2279 0.8807
C 2.7808 2.4634 -3.4148
H 2.8470 -0.9697 -0.6094
H 3.6585 3.0264 -3.7039
H 4.1702 0.6874 0.7022
H 0.5926 3.1138 0.9172
C -1.6799 -0.1342 -4.3139
H -1.5427 1.9266 2.7330
O -1.7463 -0.4872 2.3235
H 2.2832 3.7264 -1.7508
H 1.9299 -2.2488 2.7157
H -3.8813 -2.1810 2.6057
H -3.2445 -3.3636 -2.9348
H 0.9976 -0.2749 -4.3457
C 0.4668 0.9639 -2.6557
C 2.4375 1.5776 1.5320
C 2.3816 1.3365 -4.1318
H -1.7518 2.2483 -0.1605
H 3.0505 1.9632 2.3621
H -1.6590 3.4641 1.8767
Pb -0.2800 -0.5765 0.3920
C -3.1143 -2.0512 -4.6343
H 0.3752 -1.8988 2.9659
N -1.6598 1.6952 0.6821
H 3.2020 -0.4538 1.6313
C -1.2159 2.4627 1.8439
H 2.7340 -0.3019 3.6048
C -2.5388 -0.8791 -5.1062
P -1.8301 -3.5242 1.6109
C -2.8074 -2.4590 -3.3407
C 1.6498 -0.4358 3.6454
C 2.0087 2.8460 -2.3238
H 1.3500 1.6438 4.0358
H 2.9654 1.0124 -4.9868
H -2.7705 -0.5277 -6.1062
C -1.9414 -1.7267 -2.5471
O -0.7360 -3.0694 0.6724
C -1.3456 -0.5359 -3.0048
O -3.2608 -3.2890 1.2974
O -1.6522 -1.0197 4.8183
N 2.4300 -0.1193 -0.2527
O -1.5101 -2.8730 3.0791
O -1.5778 -5.0901 1.9067
H 2.4162 0.5697 -1.0003
C 0.8840 2.1248 -1.9588
N 1.2648 -1.4850 2.6994
H -1.7254 -2.1026 -1.5518
C 3.1422 0.3673 0.9235
H -1.2670 0.7894 -4.7019
O -3.7066 -1.6698 3.4341
C 0.2995 2.6273 1.8493
H 2.4342 2.3487 0.7570
H 1.4007 -0.6930 4.6792
H -0.1099 0.7409 3.5781
C 0.9451 0.8815 3.3493
P -2.1405 -1.3995 3.4793
C 1.2618 0.6068 -3.7754
H 0.5741 3.3115 2.6693
*
```

Relative energy (zero: lowest compared OMol25 entry of this formula, charge and spin) ... 0.000 eV
Orbital gap ... 6.4582 eV
HOMO energy ... -3.9847 eV
LUMO ... 0.09090 Eh

(3)
Formula: C18H30NO5P2Pd
Source: OMol25
Level of theory: ωB97M-V/def2-TZVPD

The geometry in ORCA input format:
```
! RIJCOSX wB97M-V def2-TZVPD def2/J DEFGRID3
* xyz 1 5
H 0.3387 -1.8052 7.6223
H 4.6367 1.9248 -0.5924
H -4.0309 -1.8166 -0.6063
H 0.0955 2.5409 -6.0656
C -0.9091 1.2468 -4.6338
C 2.2070 2.2862 1.2057
H 2.7845 3.0173 -2.2042
P -2.6088 0.0191 -1.1807
C -2.1210 0.0778 -2.8532
H -0.5512 -3.5681 3.7700
C 0.0473 -0.3130 4.5809
C -0.1402 -2.8304 5.7716
H 0.7467 -2.1739 0.8271
H -4.9730 0.5146 -1.2727
O 0.1465 0.9168 4.0433
O -1.0023 -4.0172 -4.1371
H -3.9490 1.9886 -1.4383
H -1.7257 0.6660 -0.1743
Pd -0.0667 0.3727 -0.4627
H -1.3244 -4.4840 -4.9029
H 0.4991 0.4308 6.5243
C -0.3397 -2.7038 4.3972
C -1.0121 0.8294 -3.2681
O 1.8304 -1.9359 0.4186
N -0.0373 1.2403 -2.3605
H -1.6344 0.8448 -5.3475
H 1.8994 1.5535 1.9628
C 1.8387 2.7177 -1.7313
O -0.1775 -2.3712 1.5860
H 1.2812 -0.3963 -0.2510
C -0.2721 -1.4527 3.7850
P 2.3385 1.6042 -0.4235
H 1.4135 3.5730 -1.1825
H -0.0930 -3.7770 -4.4368
H 1.6666 3.4194 -4.2869
C 4.0039 1.0465 -0.7320
C 0.0336 2.1792 -5.0320
C 0.1686 -1.7127 6.5506
C 0.2654 -0.4608 5.9598
H -4.1699 1.2450 0.1675
H 3.1990 2.6838 1.4516
H -2.4797 -2.3601 -1.3109
O -0.3146 -0.1261 1.8200
H 4.0965 0.6809 -1.7613
H 1.4761 3.1027 1.1684
H -2.5407 -1.8071 0.3777
H -0.0975 0.7827 3.0672
C -4.0747 1.0358 -0.9068
H 1.8804 0.0508 -0.5943
H -0.2172 -3.8057 6.2425
C -2.9474 -1.6442 -0.6258
H 1.9474 -2.4997 -0.3759
C -0.2953 -1.3255 2.3068
H 4.2920 0.2596 -0.0243
C 0.8494 2.1699 -2.7465
H -2.7892 -0.2972 -3.6294
C 0.9120 2.6627 -4.0556
*
```

Relative energy (zero: lowest compared OMol25 entry of this formula, charge and spin) ... 0.000 eV
Orbital gap (spin up / spin down) ... 4.9550 / 5.6041 eV
HOMO energy (spin up / spin down) ... -7.6162 / -10.4525 eV
LUMO (spin up / spin down) ... -0.09780 / -0.17818 Eh